The following is a DFT calculation (ωB97M-V/def2-TZVPD) of a 3-piece molecular cluster, C29H67BrF3N12O5P2 overall.

Calculated values
Frontier orbital gap: 5.80 eV
Total energy: -156032.8917 eV
Maximum force: 7.85 eV/A

The geometry in ORCA input format:
```
! RIJCOSX wB97M-V def2-TZVPD def2/J DEFGRID3
* xyz 1 1
C -2.54 -7.29 2.97
C -2.35 -5.69 2.96
C -0.88 -5.24 2.40
Br 0.07 -6.75 1.46
N -0.92 -4.00 1.59
C -1.67 -4.07 0.38
C -2.49 -5.22 -0.31
C -1.66 -5.65 -1.64
N -2.57 -5.85 -2.81
N -1.50 -2.75 -0.15
C -0.66 -1.91 0.68
N -0.28 -0.66 0.45
C -0.76 0.04 -0.77
C -1.67 1.34 -0.50
C -2.45 1.37 0.89
C -2.20 2.69 1.77
O -0.88 3.26 1.61
C -0.32 3.72 2.86
C 0.59 0.11 1.38
O 1.18 1.29 0.82
C 2.54 1.10 0.49
F 3.29 1.14 1.70
F 2.79 -0.01 -0.32
F 2.92 2.24 -0.25
N -0.33 -2.77 1.82
N 0.41 -2.50 2.93
C -0.36 -2.49 4.20
C 1.68 -3.21 3.00
C 2.63 -3.20 1.71
O 2.08 -3.85 4.00
H -1.72 -7.85 3.51
H -3.53 -7.54 3.50
H -2.66 -7.72 1.91
H -3.19 -5.25 2.33
H -2.48 -5.35 4.05
H -0.25 -5.09 3.36
H -3.49 -4.80 -0.70
H -2.62 -6.16 0.30
H -1.07 -6.60 -1.38
H -0.91 -4.81 -1.87
H -2.11 -6.57 -3.39
H -2.64 -4.99 -3.37
H 0.17 0.41 -1.35
H -1.32 -0.62 -1.51
H -1.01 2.26 -0.70
H -2.45 1.37 -1.35
H -2.29 0.47 1.57
H -3.57 1.38 0.64
H -2.39 2.45 2.86
H -2.97 3.48 1.44
H 0.81 3.83 2.68
H -0.49 2.99 3.72
H -0.69 4.78 3.07
H 1.46 -0.57 1.71
H -0.01 0.36 2.32
H -0.09 -1.64 4.91
H -0.30 -3.46 4.80
H -1.47 -2.35 3.94
H 3.43 -4.01 1.83
H 3.09 -2.15 1.65
H 1.96 -3.38 0.80
O -4.34 3.75 -1.99
P -5.64 4.53 -2.22
N -6.34 3.93 -0.79
C -7.39 2.97 -0.56
C -5.81 4.46 0.46
N -6.07 3.68 -3.65
C -7.30 2.94 -3.87
C -4.99 2.96 -4.33
N -7.10 5.52 -2.50
C -6.64 6.84 -3.01
C -8.25 5.74 -1.64
H -8.16 3.39 0.10
H -7.01 2.06 -0.08
H -7.92 2.66 -1.46
H -6.12 5.51 0.59
H -4.72 4.43 0.47
H -6.16 3.91 1.33
H -7.30 1.98 -3.34
H -7.44 2.73 -4.93
H -8.19 3.51 -3.58
H -4.75 2.02 -3.82
H -4.09 3.57 -4.40
H -5.27 2.72 -5.36
H -6.14 7.40 -2.21
H -7.46 7.43 -3.41
H -5.93 6.70 -3.83
H -7.98 6.09 -0.64
H -8.87 4.85 -1.58
H -8.91 6.50 -2.07
O 9.77 -0.23 -2.11
P 8.38 -0.13 -1.45
N 8.89 1.06 -0.34
C 9.14 1.01 1.08
C 9.13 2.39 -0.88
N 8.40 -1.74 -0.86
C 8.26 -2.14 0.53
C 9.36 -2.66 -1.48
N 6.73 -0.02 -0.79
C 5.80 -0.09 -1.94
C 6.18 0.91 0.18
H 8.58 1.80 1.60
H 10.20 1.15 1.31
H 8.83 0.08 1.55
H 8.17 2.86 -1.16
H 9.76 2.35 -1.77
H 9.63 3.05 -0.17
H 9.17 -1.96 1.11
H 8.04 -3.21 0.60
H 7.41 -1.65 1.02
H 10.39 -2.49 -1.12
H 9.35 -2.56 -2.57
H 9.10 -3.71 -1.28
H 5.86 0.82 -2.54
H 4.77 -0.24 -1.63
H 6.06 -0.94 -2.58
H 6.36 1.96 -0.08
H 6.56 0.70 1.18
H 5.11 0.78 0.29
*
```



The following is a DFT calculation (ωB97M-V/def2-TZVPD) of a 9-piece molecular cluster, C27H54O27 overall.

Calculated values
Relative energy (zero: lowest compared OMol25 entry of this formula, charge and spin): 6.248 eV
Frontier orbital gap: 10.66 eV
Total energy: -84151.2000 eV
Maximum force: 4.84 eV/A

The geometry in ORCA input format:
```
! RIJCOSX wB97M-V def2-TZVPD def2/J DEFGRID3
* xyz 0 1
C -2.30 -20.39 -25.82
O -2.57 -20.64 -27.20
C -3.71 -21.02 -27.71
O -4.74 -21.26 -27.08
O -3.62 -20.91 -29.04
C -4.72 -21.42 -29.85
H -1.63 -21.13 -25.38
H -3.22 -20.35 -25.24
H -1.84 -19.41 -25.80
H -4.56 -21.53 -30.92
H -5.55 -20.73 -29.78
H -4.97 -22.42 -29.48
C -4.45 -34.15 -22.15
O -3.46 -33.49 -21.38
C -3.06 -32.30 -21.74
O -3.57 -31.50 -22.56
O -1.98 -32.05 -20.99
C -0.93 -31.07 -21.30
H -5.29 -33.55 -22.50
H -4.77 -35.06 -21.64
H -3.98 -34.48 -23.07
H -0.64 -30.48 -20.43
H -1.23 -30.52 -22.20
H -0.07 -31.66 -21.58
C 9.87 -13.60 -26.76
O 9.11 -14.68 -26.17
C 9.54 -15.95 -26.21
O 10.73 -16.16 -26.40
O 8.65 -16.85 -26.00
C 8.99 -18.15 -25.67
H 10.37 -13.05 -25.95
H 9.22 -12.86 -27.24
H 10.60 -13.83 -27.54
H 9.75 -18.50 -26.36
H 8.08 -18.76 -25.75
H 9.23 -18.40 -24.63
C 0.23 -26.14 -25.74
O 1.63 -25.86 -25.51
C 1.98 -25.33 -24.27
O 1.25 -25.15 -23.28
O 3.26 -25.05 -24.38
C 3.98 -24.36 -23.28
H -0.10 -25.63 -26.65
H -0.45 -25.72 -25.00
H 0.11 -27.22 -25.73
H 4.81 -23.79 -23.70
H 4.40 -24.97 -22.48
H 3.27 -23.71 -22.76
C 11.57 -21.76 -20.74
O 11.55 -20.43 -21.11
C 12.70 -19.69 -21.41
O 13.80 -20.21 -21.67
O 12.48 -18.41 -21.39
C 13.49 -17.45 -21.52
H 11.86 -21.70 -19.69
H 12.44 -22.26 -21.18
H 10.72 -22.41 -20.93
H 13.73 -16.89 -20.62
H 13.14 -16.63 -22.14
H 14.34 -17.86 -22.07
C -6.31 -33.60 -28.44
O -5.32 -32.62 -28.62
C -3.92 -32.92 -28.59
O -3.09 -32.05 -28.86
O -3.58 -34.18 -28.24
C -2.20 -34.59 -28.27
H -6.33 -34.02 -27.44
H -6.21 -34.50 -29.04
H -7.28 -33.15 -28.65
H -1.90 -34.56 -29.32
H -2.11 -35.61 -27.88
H -1.51 -33.99 -27.68
C 4.94 -24.60 -29.74
O 3.71 -24.16 -30.30
C 3.82 -23.92 -31.65
O 4.70 -24.26 -32.38
O 2.75 -23.20 -32.10
C 1.47 -23.43 -31.52
H 5.30 -25.40 -30.39
H 4.74 -24.85 -28.70
H 5.73 -23.86 -29.78
H 1.28 -22.87 -30.61
H 1.24 -24.48 -31.37
H 0.70 -23.13 -32.23
C -10.30 -23.00 -20.45
O -8.99 -23.33 -20.31
C -8.24 -24.06 -21.19
O -8.61 -24.52 -22.22
O -7.00 -24.18 -20.67
C -5.97 -24.57 -21.57
H -10.54 -23.06 -21.51
H -10.64 -22.03 -20.09
H -10.89 -23.65 -19.81
H -5.93 -24.23 -22.60
H -5.94 -25.66 -21.62
H -5.11 -24.04 -21.17
C -2.46 -27.83 -36.87
O -3.06 -28.21 -35.62
C -3.29 -27.30 -34.65
O -3.24 -26.11 -34.71
O -3.76 -28.03 -33.63
C -3.98 -27.43 -32.39
H -2.79 -26.82 -37.14
H -2.82 -28.38 -37.74
H -1.38 -27.95 -37.00
H -3.25 -26.90 -31.79
H -4.34 -28.16 -31.66
H -4.82 -26.73 -32.45
*
```